# 1
{"formula": "C28H80N2O13S11", "method": "ωB97M-V/def2-TZVPD", "max_force_ha_per_bohr": 0.071, "lumo_energy_ev": -0.11, "e_tot_ev": -179106.9470, "orbital_gap_ev": 8.22, "de_lowest_kcal_mol": 44.3, "species": ["C", "S", "O", "C", "H", "H", "H", "H", "H", "H", "C", "S", "O", "C", "H", "H", "H", "H", "H", "H", "C", "S", "O", "C", "H", "H", "H", "H", "H", "H", "C", "S", "O", "C", "H", "H", "H", "H", "H", "H", "C", "S", "O", "C", "H", "H", "H", "H", "H", "H", "C", "S", "O", "C", "H", "H", "H", "H", "H", "H", "C", "S", "O", "C", "H", "H", "H", "H", "H", "H", "C", "S", "O", "C", "H", "H", "H", "H", "H", "H", "C", "S", "O", "C", "H", "H", "H", "H", "H", "H", "C", "S", "O", "C", "H", "H", "H", "H", "H", "H", "C", "S", "O", "C", "H", "H", "H", "H", "H", "H", "C", "O", "N", "C", "C", "H", "H", "H", "H", "H", "H", "H", "C", "O", "N", "C", "C", "H", "H", "H", "H", "H", "H", "H"], "xyz": [[1.794, 6.608, 1.891], [3.042, 5.263, 1.947], [3.624, 5.197, 3.339], [1.723, 3.951, 2.097], [1.286, 6.430, 0.944], [2.175, 7.627, 1.821], [0.963, 6.585, 2.596], [1.997, 2.981, 1.681], [0.798, 4.285, 1.626], [1.560, 3.808, 3.165], [-1.465, -3.104, 3.568], [-0.112, -3.503, 4.723], [-0.642, -3.481, 6.160], [-0.280, -5.372, 4.499], [-1.125, -3.224, 2.539], [-1.694, -2.076, 3.846], [-2.342, -3.732, 3.724], [0.509, -5.790, 5.124], [-0.013, -5.813, 3.538], [-1.175, -5.749, 4.993], [-5.143, 0.320, 0.619], [-6.470, 0.151, -0.637], [-7.399, -0.798, 0.045], [-5.370, -0.861, -1.778], [-5.590, 0.828, 1.474], [-4.408, 0.992, 0.178], [-4.697, -0.584, 1.034], [-5.023, -1.736, -1.228], [-4.564, -0.208, -2.109], [-5.919, -1.298, -2.612], [-5.436, 2.650, -5.104], [-4.140, 2.579, -3.767], [-4.986, 1.925, -2.645], [-3.008, 1.275, -4.422], [-6.046, 3.443, -4.673], [-6.036, 1.742, -5.153], [-5.094, 3.047, -6.060], [-2.508, 1.541, -5.353], [-3.594, 0.359, -4.505], [-2.134, 1.078, -3.801], [4.485, -1.450, -0.493], [4.260, -1.828, -2.323], [2.944, -2.538, -2.439], [3.904, -0.127, -2.997], [4.575, -2.353, 0.111], [3.554, -1.012, -0.132], [5.287, -0.711, -0.485], [3.065, 0.258, -2.418], [3.775, -0.220, -4.075], [4.678, 0.579, -2.695], [-0.470, 0.860, 4.277], [-1.429, 2.404, 4.562], [-0.262, 3.308, 4.712], [-2.195, 2.483, 2.880], [-0.006, 0.656, 5.242], [0.352, 1.113, 3.607], [-1.103, 0.122, 3.785], [-2.947, 1.721, 2.672], [-1.474, 2.229, 2.102], [-2.629, 3.482, 2.873], [-2.853, 3.368, -0.123], [-2.135, 4.981, 0.429], [-1.162, 5.391, -0.696], [-3.594, 6.072, 0.240], [-2.062, 2.630, 0.013], [-3.131, 3.321, -1.176], [-3.760, 3.089, 0.413], [-3.536, 6.744, -0.616], [-3.719, 6.592, 1.190], [-4.517, 5.523, 0.054], [0.687, -0.564, 1.373], [-0.946, -1.082, 0.666], [-1.980, -0.041, 1.090], [-0.658, -0.535, -1.077], [0.758, -0.749, 2.445], [1.068, 0.444, 1.213], [1.391, -1.308, 0.999], [-0.676, 0.550, -0.971], [-1.528, -0.790, -1.682], [0.241, -0.871, -1.593], [3.230, 2.643, 5.481], [4.039, 1.209, 4.651], [3.121, 0.153, 4.011], [4.750, 2.179, 3.298], [2.797, 3.376, 4.800], [3.968, 2.989, 6.204], [2.457, 2.187, 6.100], [5.546, 1.594, 2.838], [5.080, 3.186, 3.553], [3.973, 2.219, 2.535], [3.348, -2.899, 2.936], [4.123, -4.448, 2.346], [5.499, -4.652, 3.010], [2.937, -5.718, 2.984], [2.468, -2.720, 2.318], [3.921, -1.979, 2.825], [2.992, -3.060, 3.953], [1.954, -5.579, 2.533], [2.694, -5.559, 4.034], [3.157, -6.780, 2.875], [1.191, 3.252, -1.216], [0.845, 3.097, -3.027], [0.357, 1.656, -3.211], [2.600, 3.215, -3.509], [1.681, 2.376, -0.791], [0.228, 3.456, -0.748], [1.901, 4.012, -0.892], [2.784, 3.111, -4.579], [3.217, 2.470, -3.005], [2.913, 4.213, -3.204], [0.568, -3.958, -0.774], [1.247, -3.769, 0.228], [-0.369, -4.957, -0.899], [-0.960, -5.132, -2.225], [-0.719, -5.892, 0.082], [0.792, -3.404, -1.699], [-1.853, -5.755, -2.166], [-0.332, -5.601, -2.981], [-1.355, -4.177, -2.571], [-0.246, -5.685, 1.042], [-1.790, -5.793, 0.257], [-0.388, -6.915, -0.093], [-0.350, -1.664, -4.852], [-1.533, -1.995, -4.650], [0.447, -2.276, -5.787], [1.804, -1.724, -5.996], [-0.110, -3.185, -6.780], [0.220, -1.000, -4.184], [1.909, -1.466, -7.050], [2.534, -2.527, -5.899], [2.065, -0.992, -5.232], [0.526, -4.066, -6.876], [-1.063, -3.646, -6.522], [-0.123, -2.694, -7.753]], "atomic_forces_ev_per_a": [[-0.5, 0.1, -1.0], [-1.5, -0.4, 2.1], [0.3, 0.4, -1.1], [0.0, 0.2, -0.4], [0.1, 0.0, -0.4], [0.5, -0.3, 0.3], [0.5, -0.4, 0.6], [0.3, 0.2, -0.2], [0.0, 0.0, 0.0], [-0.1, 0.3, 0.0], [0.1, 0.2, 0.7], [-1.7, -2.9, 1.5], [0.6, 0.9, -1.8], [1.6, 0.1, 0.3], [0.2, 0.2, 0.1], [-0.2, 0.1, -0.5], [0.1, 0.0, 0.3], [0.2, 0.3, 0.3], [-0.7, 0.4, -0.4], [-0.4, 0.6, -0.5], [-0.2, 1.1, -0.2], [1.4, -1.7, 0.7], [-0.4, 0.1, -0.5], [-0.5, 0.0, 0.5], [-0.3, 0.2, -0.1], [0.3, -0.2, 0.1], [-0.1, -0.3, -0.7], [0.2, 0.2, 0.4], [-0.1, -0.2, 0.0], [-0.3, 0.6, -0.1], [0.6, 0.9, 0.7], [-1.4, -1.6, 0.2], [1.7, 1.1, -1.3], [-0.2, -0.1, 0.1], [-0.3, -0.1, 0.0], [0.4, -0.1, 0.0], [0.3, -0.4, 0.0], [-0.6, 0.3, -0.3], [0.1, 0.0, -0.2], [-0.3, 0.3, 0.7], [-0.9, 0.6, -1.3], [-0.7, 0.1, 0.7], [0.3, 0.2, -0.2], [0.4, -0.3, 1.7], [0.7, -0.1, -0.5], [-0.1, 0.3, -0.2], [0.2, -0.3, 0.5], [-0.7, -0.4, -0.6], [-0.1, 0.1, 0.3], [0.6, -0.2, -0.5], [-0.6, 0.6, -0.1], [0.5, -2.0, -0.6], [-0.1, 1.3, -0.3], [0.5, 0.0, 0.5], [-0.4, -0.6, -0.1], [-0.2, 0.3, -0.1], [0.1, -0.4, 0.5], [-0.3, -0.1, 0.8], [0.3, 0.7, 0.1], [0.1, -0.1, -0.5], [0.1, 0.3, -0.2], [0.2, 0.1, -2.4], [-0.9, -0.6, 1.5], [-0.6, -0.4, 0.2], [-0.1, -0.1, 0.3], [0.1, 0.7, -0.1], [0.3, 0.1, 0.4], [0.7, 0.0, 0.2], [0.1, 0.3, -0.2], [0.1, -0.4, 0.2], [0.2, -1.1, 0.0], [0.2, 2.0, -0.3], [0.8, -1.0, 0.0], [-0.1, 0.2, 0.4], [-0.6, 0.0, 0.1], [-0.5, 0.1, -0.5], [0.1, 0.1, -0.5], [0.3, 0.0, -0.1], [-0.1, -0.3, 0.2], [0.1, -0.1, 0.4], [-0.7, -1.4, 0.0], [0.1, -0.6, -0.2], [0.5, 1.9, 0.5], [-0.1, -0.6, -0.7], [0.3, 0.0, 0.2], [0.2, 0.4, -0.5], [-0.3, 0.0, -0.1], [0.2, 0.0, 0.3], [-0.1, -0.2, 0.3], [-0.2, 0.2, 0.1], [-0.9, -0.7, 0.4], [2.0, -0.7, -0.2], [-2.4, 0.4, -0.5], [-1.0, 0.8, 0.9], [-0.1, -0.4, -0.2], [0.6, -0.5, 0.2], [0.3, 0.4, 0.1], [0.2, 0.3, -0.7], [0.6, 0.2, 0.3], [0.9, 0.4, -0.4], [0.0, 0.0, 0.1], [0.4, -1.5, 0.7], [0.7, 1.6, 0.1], [0.1, 0.0, 0.0], [-0.4, -0.7, -0.5], [0.1, -0.1, 0.0], [-0.3, 0.7, -0.7], [-0.5, 0.0, 0.0], [-0.2, 0.0, 0.2], [0.0, 0.0, 0.0], [0.5, -1.4, 0.6], [-0.6, 0.2, 0.1], [1.2, 1.6, -2.1], [-0.9, 0.2, 0.0], [-0.1, -0.4, 2.0], [-0.4, 0.0, 0.0], [0.1, -0.1, 0.3], [0.4, 0.2, 0.2], [0.3, 0.1, -0.3], [0.1, 0.6, -0.1], [-0.1, -0.6, 0.0], [-0.3, -0.1, -0.6], [-1.2, -2.2, 0.1], [1.7, 1.0, -0.3], [-0.2, 1.3, 0.8], [-0.4, -1.8, -0.4], [0.7, -0.5, 0.0], [-0.2, 0.3, -0.2], [0.0, 0.9, 0.1], [0.0, -0.2, 0.3], [-0.4, 0.3, -0.5], [0.5, 0.1, 0.0], [-0.2, 0.9, 0.3], [-0.3, 0.0, -0.1]]}

=====

# 2
{"formula": "C28H81N5O10", "method": "ωB97M-V/def2-TZVPD", "max_force_ha_per_bohr": 0.058, "lumo_energy_ev": 0.27, "e_tot_ev": -58267.5425, "orbital_gap_ev": 9.38, "de_lowest_kcal_mol": 95.8, "smiles": "COC[C@H](C)N.COC[C@H](C)N.COC[C@H](C)N.COC[C@H](C)N.COC[C@H](C)N.CCO.CCO.CCO.CO.CO", "species": ["C", "O", "C", "C", "C", "N", "H", "H", "H", "H", "H", "H", "H", "H", "H", "H", "H", "C", "O", "C", "C", "C", "N", "H", "H", "H", "H", "H", "H", "H", "H", "H", "H", "H", "C", "O", "C", "C", "C", "N", "H", "H", "H", "H", "H", "H", "H", "H", "H", "H", "H", "C", "O", "C", "C", "C", "N", "H", "H", "H", "H", "H", "H", "H", "H", "H", "H", "H", "C", "O", "C", "C", "C", "N", "H", "H", "H", "H", "H", "H", "H", "H", "H", "H", "H", "C", "C", "O", "H", "H", "H", "H", "H", "H", "C", "C", "O", "H", "H", "H", "H", "H", "H", "C", "C", "O", "H", "H", "H", "H", "H", "H", "C", "O", "H", "H", "H", "H", "C", "O", "H", "H", "H", "H"], "xyz": [[-6.190, 1.343, 11.081], [-4.774, 1.304, 10.967], [-4.272, 0.180, 10.265], [-2.799, 0.282, 9.936], [-2.442, 1.370, 8.916], [-2.279, -0.960, 9.361], [-6.580, 0.432, 11.535], [-6.722, 1.374, 10.130], [-6.563, 2.208, 11.629], [-4.505, -0.620, 10.968], [-4.840, 0.068, 9.342], [-2.226, 0.424, 10.853], [-2.872, 1.086, 7.956], [-1.356, 1.452, 8.874], [-2.887, 2.326, 9.193], [-2.835, -1.173, 8.545], [-2.455, -1.715, 10.008], [-4.522, -8.578, -7.255], [-4.138, -7.229, -6.912], [-5.165, -6.589, -6.170], [-4.760, -5.149, -5.720], [-3.618, -5.165, -4.753], [-5.815, -4.499, -4.979], [-5.526, -8.736, -7.648], [-4.622, -9.262, -6.412], [-3.768, -8.943, -7.952], [-6.030, -6.499, -6.827], [-5.451, -7.168, -5.292], [-4.508, -4.525, -6.577], [-2.723, -5.478, -5.291], [-3.756, -5.856, -3.922], [-3.379, -4.220, -4.264], [-6.439, -4.212, -5.719], [-6.275, -5.246, -4.479], [7.526, 5.045, -4.944], [7.217, 3.700, -5.316], [5.914, 3.206, -5.114], [5.891, 1.641, -5.253], [6.238, 1.169, -6.658], [4.630, 0.949, -4.899], [7.402, 5.199, -3.872], [6.814, 5.780, -5.320], [8.521, 5.325, -5.290], [5.550, 3.455, -4.117], [5.135, 3.600, -5.766], [6.628, 1.220, -4.569], [5.445, 1.308, -7.392], [6.565, 0.129, -6.678], [7.091, 1.790, -6.932], [4.464, 1.131, -3.920], [4.721, -0.054, -4.819], [4.110, -5.752, -5.737], [4.768, -5.259, -4.532], [5.623, -6.247, -3.949], [6.520, -5.789, -2.705], [5.672, -5.230, -1.554], [7.497, -4.794, -3.085], [4.738, -6.003, -6.592], [3.434, -4.946, -6.024], [3.559, -6.651, -5.463], [5.043, -7.102, -3.601], [6.313, -6.630, -4.700], [7.140, -6.619, -2.366], [5.031, -4.393, -1.828], [6.359, -4.874, -0.786], [5.095, -6.060, -1.145], [7.665, -4.265, -2.242], [7.061, -4.208, -3.782], [-7.050, 8.511, 1.148], [-5.904, 8.820, 0.405], [-4.800, 7.973, 0.624], [-4.195, 8.144, 2.089], [-3.493, 9.496, 2.128], [-3.295, 7.098, 2.522], [-7.059, 8.944, 2.148], [-7.152, 7.435, 1.288], [-7.911, 8.846, 0.570], [-4.931, 6.921, 0.369], [-4.061, 8.236, -0.134], [-4.999, 8.187, 2.824], [-4.282, 10.240, 2.017], [-2.793, 9.692, 1.315], [-2.924, 9.679, 3.039], [-3.798, 6.233, 2.660], [-2.846, 7.305, 3.403], [6.092, -3.385, 6.846], [4.835, -2.574, 6.687], [4.335, -2.420, 7.995], [5.955, -4.161, 7.599], [6.882, -2.663, 7.057], [6.248, -3.799, 5.850], [4.144, -3.195, 6.117], [5.073, -1.644, 6.169], [3.402, -2.204, 7.921], [-1.376, 3.740, -5.097], [-1.517, 2.559, -6.023], [-0.309, 2.326, -6.704], [-1.261, 4.629, -5.717], [-0.503, 3.655, -4.450], [-2.262, 3.839, -4.470], [-2.330, 2.778, -6.716], [-1.785, 1.683, -5.434], [0.368, 1.973, -6.122], [-2.965, -4.989, 3.148], [-4.007, -3.864, 2.974], [-3.913, -3.061, 4.056], [-2.620, -5.406, 2.202], [-3.214, -5.741, 3.897], [-2.057, -4.601, 3.611], [-5.029, -4.194, 2.784], [-3.768, -3.323, 2.059], [-4.410, -2.266, 3.850], [0.745, 0.406, 1.121], [1.945, 0.729, 0.460], [0.941, 0.089, 2.145], [0.030, 1.227, 1.181], [0.199, -0.404, 0.638], [1.978, 1.687, 0.412], [3.238, 6.612, 1.219], [2.163, 5.959, 0.646], [3.058, 7.671, 1.399], [3.439, 6.057, 2.136], [4.054, 6.551, 0.498], [1.410, 6.165, 1.206]], "atomic_forces_ev_per_a": [[-0.1, -0.6, -0.3], [-0.3, 1.4, -0.1], [-1.0, 0.4, 0.7], [0.8, 0.2, -0.2], [-0.6, 0.1, 0.8], [-0.4, -0.2, 0.3], [0.1, -0.2, 0.5], [0.3, 0.1, -0.6], [0.7, 0.0, 0.2], [0.4, -0.9, -0.4], [-0.1, -0.3, -0.3], [-0.1, 0.3, 0.2], [0.2, 0.0, -0.2], [-0.1, 0.0, -0.3], [0.1, 0.1, 0.1], [0.0, -0.2, -0.4], [0.1, -0.3, 0.1], [0.3, 0.2, 0.2], [-0.8, -1.1, 0.2], [0.5, 1.1, -0.6], [0.8, -0.6, 0.7], [1.9, -0.6, -0.1], [-1.0, 0.0, -1.0], [-0.2, 1.0, -0.8], [0.8, 0.2, 0.7], [-0.2, 0.0, 0.1], [-0.4, 0.0, 0.0], [0.0, -0.2, 0.3], [0.0, -0.2, -0.2], [0.3, -0.2, 0.2], [-0.3, -0.3, -0.1], [-0.4, 0.3, -0.4], [-0.9, 0.3, 0.4], [-0.5, 0.1, 0.4], [-1.2, -0.1, 0.3], [0.5, 0.0, -0.5], [-1.0, -1.0, 0.6], [0.2, -1.2, -0.3], [0.9, 0.8, 0.1], [-0.8, 1.3, 0.9], [0.5, -0.3, 0.4], [-0.2, -0.1, -0.7], [-0.1, -0.4, 0.1], [0.1, 0.0, 0.5], [0.2, 0.4, -0.6], [0.7, 0.5, 0.0], [-0.1, 0.1, 0.2], [-0.1, 0.0, 0.1], [0.1, -0.2, -0.5], [-0.5, 0.6, 0.4], [0.6, -0.3, -0.9], [-0.1, 0.4, 1.4], [0.6, -0.5, -0.5], [1.0, -0.1, 0.9], [-1.5, 0.7, -0.9], [0.2, -1.0, 0.0], [0.2, 0.2, -0.7], [0.6, 0.2, 0.2], [0.0, -0.2, 0.0], [-0.3, 0.0, -0.1], [-0.3, -0.1, 0.0], [0.1, 0.0, -0.2], [-0.7, -0.6, 0.0], [0.0, -0.2, -0.3], [-0.1, -0.1, 0.2], [-0.3, 0.2, 0.3], [0.3, 0.5, -0.3], [0.2, 0.5, 0.0], [-0.4, -0.5, 0.0], [0.4, -0.2, -0.1], [1.2, 0.0, 1.0], [0.1, 0.7, -0.6], [-0.3, 0.4, -0.1], [0.4, -0.9, -0.8], [0.0, 0.3, 0.0], [0.0, -0.3, -0.1], [0.0, 0.2, 0.2], [-0.9, -0.4, 0.4], [0.2, 0.5, 0.3], [-0.6, 0.2, -0.3], [0.1, 0.3, 0.2], [0.0, -0.5, -0.2], [-0.3, -0.1, 0.3], [0.0, -0.2, -0.1], [0.0, 0.3, 0.0], [0.1, 0.7, -1.0], [0.1, -1.3, 0.4], [-0.6, 0.7, 0.3], [0.2, 0.1, -0.1], [0.4, -0.6, 0.4], [0.6, -0.4, 0.1], [-0.3, 0.3, -0.3], [-0.3, 0.2, 0.0], [-0.1, 0.2, 0.2], [-0.1, 0.4, 0.0], [0.2, -0.1, 1.1], [0.1, 0.0, -1.1], [0.0, 0.2, 0.2], [0.0, -0.1, 0.0], [0.0, 0.1, 0.0], [0.3, -0.3, -0.4], [-0.2, -0.2, -0.1], [-0.2, 0.0, 0.2], [0.2, 0.3, 0.3], [0.9, -1.9, -2.1], [-0.2, 1.8, 2.0], [-0.4, -0.3, 0.1], [-0.6, -0.3, -0.4], [0.0, 0.7, -0.2], [-0.2, -0.6, 0.3], [0.3, 0.2, -0.3], [0.0, 0.2, 0.4], [-0.6, -0.3, 0.6], [-0.1, 0.2, -0.2], [0.1, -0.1, 0.1], [0.1, 0.3, -0.1], [0.3, -0.1, -0.3], [0.2, 0.0, -0.1], [0.9, -0.1, 0.2], [-1.5, -0.2, -0.8], [-0.1, 0.1, 0.2], [0.8, 0.5, 0.3], [0.2, -0.1, 0.3], [-0.3, -0.2, -0.2]]}